Below is C4H6NO2 as an isolated structure in a non-equilibrium geometry, with properties calculated with the ωB97M-V functional and the def2-TZVPD basis.

## Properties
Electronic energy = -361.12448 hartree
ΔE to the lowest compared entry with this formula, charge and spin = 115.0 kcal per mole
Molar mass = 100.10 g mol⁻¹
Multiplicity = 1
Net charge = -1

The geometry in XYZ format:
```
13
Properties=species:S:1:pos:R:3:nbo_charge:R:1
C 0.199 -0.675 -0.318 0.1137
C 0.886 -1.758 0.026 -0.7558
C -0.731 1.020 -0.966 -0.2256
C 0.292 0.717 0.214 0.0682
N -0.785 -0.402 -1.155 -0.0114
O -1.506 -1.095 -1.964 -0.7295
O -0.393 0.925 1.485 -0.7661
H 0.480 -2.772 -0.361 0.1973
H 1.416 -1.724 1.004 0.1804
H -1.573 1.499 -0.628 0.1582
H -0.287 1.613 -1.677 0.1395
H 1.106 1.302 0.292 0.1563
H -0.880 0.047 1.806 0.4748
```

---

Below is an isolated ion of composition C4H6NO3 and charge -1 in a non-equilibrium geometry, with properties calculated with the ωB97M-V functional and the def2-TZVPD basis.

## Properties
Electronic energy = -436.55141 hartree
ΔE to the lowest compared entry with this formula, charge and spin = 30.0 kcal per mole
Molar mass = 116.10 g mol⁻¹
SMILES = N[C@H](C=O)CC(=O)[O-]
Multiplicity = 1
Net charge = -1

The geometry in XYZ format:
```
14
Properties=species:S:1:pos:R:3:nbo_charge:R:1
N 1.446 0.791 0.622 -0.8280
C 0.028 0.478 0.373 -0.1976
C -0.840 0.727 1.570 0.4576
O -0.505 0.799 2.730 -0.5621
C -0.196 -0.897 -0.291 -0.5422
C -0.343 -0.664 -1.894 0.7796
O -0.862 0.381 -2.295 -0.7669
O 0.121 -1.651 -2.514 -0.7837
H 1.861 0.913 -0.292 0.3558
H 1.933 0.003 1.037 0.3423
H -0.255 1.246 -0.366 0.2492
H -1.909 0.845 1.309 0.0898
H 0.613 -1.594 -0.107 0.2103
H -1.091 -1.376 0.118 0.1958
```

---

Below is an isolated ion of composition C4H6NO3P and charge -2 in a non-equilibrium geometry, with properties calculated with the ωB97M-V functional and the def2-TZVPD basis.

## Properties
Electronic energy = -777.83921 hartree
ΔE to the lowest compared entry with this formula, charge and spin = 10.3 kcal per mole
Molar mass = 147.07 g mol⁻¹
SMILES = O=P([O-])([O-])[C@@H]1C=NCC1
Multiplicity = 1
Net charge = -2

The geometry in XYZ format:
```
15
Properties=species:S:1:pos:R:3:nbo_charge:R:1
O 2.688 -0.242 -1.582 -1.2409
P 2.863 0.005 -0.115 2.4063
O 3.237 1.402 0.191 -1.2588
O 3.557 -1.097 0.711 -1.2647
C 1.050 -0.175 0.780 -0.6007
C 0.613 -1.434 0.311 0.0925
N -0.455 -1.547 -0.406 -0.5157
C -0.961 -0.197 -0.746 -0.2974
C -0.139 0.885 -0.066 -0.4666
H 0.851 -0.099 1.946 0.1925
H 0.997 -2.429 0.572 0.1910
H -1.960 -0.393 -0.498 0.1613
H -0.790 -0.210 -1.750 0.1882
H 0.527 1.290 -0.780 0.2393
H -0.617 1.564 0.611 0.1737
```

---

Below is a 2-piece molecular cluster, C4H6NO3P overall in a non-equilibrium geometry, with properties calculated with the ωB97M-V functional and the def2-TZVPD basis.

## Properties
Electronic energy = -777.77474 hartree
ΔE to the lowest compared entry with this formula, charge and spin = 20.8 kcal per mole
Molar mass = 147.07 g mol⁻¹
SMILES = Oc1ccc(O)o1.[H]/N=P/[H]
Multiplicity = 1

The geometry in XYZ format:
```
15
Properties=species:S:1:pos:R:3:nbo_charge:R:1
O -4.110 -0.577 -0.620 -0.6620
C -2.857 -0.320 -0.202 0.5530
C -1.984 -1.084 0.497 -0.3868
C -0.808 -0.290 0.634 -0.4035
C -1.058 0.877 -0.007 0.5547
O -0.307 1.978 -0.218 -0.6696
O -2.310 0.884 -0.521 -0.4424
H -4.460 0.222 -1.037 0.4917
H -2.148 -2.071 0.873 0.2294
H 0.104 -0.574 1.119 0.2239
H 0.590 1.805 0.095 0.5093
H 3.763 1.249 0.538 0.3665
N 3.110 0.694 -0.011 -1.0878
P 3.723 -0.579 -0.662 0.8230
H 2.527 -1.007 -1.306 -0.0994
```

---

Below is a 2-piece molecular cluster, C4H6NO4 overall in a non-equilibrium geometry, with properties calculated with the ωB97M-V functional and the def2-TZVPD basis.

## Properties
Electronic energy = -511.77435 hartree
ΔE to the lowest compared entry with this formula, charge and spin = 44.8 kcal per mole
Molar mass = 132.10 g mol⁻¹
Multiplicity = 1
Net charge = -1

The geometry in XYZ format:
```
15
Properties=species:S:1:pos:R:3:nbo_charge:R:1
C -0.377 -0.517 2.216 1.0464
C 0.428 1.065 0.082 0.5667
C 0.515 -1.089 -1.178 -0.6296
C -0.115 0.149 -0.715 -0.1810
N -1.504 0.415 -1.097 -0.8614
O -1.402 -0.666 1.734 -0.5224
O 1.830 0.962 0.320 -0.7761
O 0.610 -0.463 2.831 -0.5516
O -0.147 2.075 0.501 -0.8373
H 0.153 -1.991 -0.699 0.1635
H 1.676 -1.163 -0.866 0.2226
H 0.333 -1.031 -2.272 0.1856
H -2.025 0.985 -0.378 0.3838
H -2.015 -0.479 -1.272 0.3256
H 2.039 1.749 0.795 0.4651
```

---

Below is one molecule with the formula C4H6NO4 in a non-equilibrium geometry, with properties calculated with the ωB97M-V functional and the def2-TZVPD basis.

## Properties
Electronic energy = -511.48817 hartree
⟨S²⟩ = 0.754
ΔE to the lowest compared entry with this formula, charge and spin = 0.0 kcal per mole
Molar mass = 132.10 g mol⁻¹
Multiplicity = 2

The geometry in XYZ format:
```
15
Properties=species:S:1:pos:R:3:nbo_charge:R:1
N 0.130 -0.119 1.356 0.7137
O -0.689 0.069 2.225 -0.2858
O 0.394 -1.109 0.708 -0.3397
O 1.004 1.124 1.065 -0.3825
C 2.582 -1.159 -1.088 -0.6908
C 2.594 0.150 -0.507 -0.0765
C 1.470 0.999 -0.259 -0.1099
C 1.892 2.541 -0.322 0.4565
O 1.297 3.406 -0.907 -0.4798
H 3.597 -1.557 -0.984 0.2236
H 1.909 -1.836 -0.550 0.2469
H 2.346 -1.126 -2.163 0.2305
H 3.554 0.618 -0.321 0.1756
H 0.610 0.787 -0.920 0.2014
H 2.697 2.699 0.440 0.1170
```